No. 1
Here is a structure of composition C53H44As2N7O7Sn from the Open Molecules 2025 dataset. Energies are from ωB97M-V/def2-TZVPD.

Geometry (Å):
Sn  -1.023  1.409  -0.359
C  -0.050  -4.127  -5.054
C  -0.555  -3.197  -3.984
C  -0.998  -3.672  -2.747
C  -1.509  -2.819  -1.793
C  -1.659  -1.430  -2.004
N  -2.285  -0.633  -1.058
C  -3.502  -1.088  -0.607
C  -4.380  -1.812  -1.453
C  -5.620  -2.262  -1.060
C  -6.114  -1.999  0.218
C  -7.498  -2.417  0.640
C  -5.288  -1.281  1.062
C  -4.012  -0.856  0.690
N  -3.258  -0.208  1.720
C  -3.329  -0.468  3.047
C  -2.630  0.512  3.709
C  -2.145  1.342  2.691
N  -2.527  0.899  1.500
C  -1.144  -0.963  -3.224
C  -0.604  -1.828  -4.176
N  -1.266  0.410  -3.616
C  -1.911  0.872  -4.709
C  -1.648  2.218  -4.807
C  -0.812  2.493  -3.713
N  -0.567  1.393  -3.010
H  -0.602  -5.068  -5.043
H  1.007  -4.364  -4.923
H  -0.162  -3.682  -6.043
H  -0.952  -4.737  -2.532
H  -1.869  -3.224  -0.855
H  -4.042  -2.015  -2.461
H  -6.232  -2.810  -1.769
H  -7.816  -3.312  0.102
H  -8.234  -1.635  0.437
H  -7.539  -2.637  1.708
H  -5.649  -1.020  2.051
H  -3.847  -1.337  3.417
H  -2.455  0.590  4.767
H  -1.513  2.216  2.754
H  -0.239  -1.397  -5.103
H  -2.521  0.214  -5.306
H  -2.029  2.909  -5.540
H  -0.419  3.442  -3.378
O  -1.306  5.149  -1.508
C  -1.255  4.463  -0.497
O  -1.928  3.365  -0.303
C  -0.385  4.919  0.656
C  -0.524  6.198  1.110
C  0.265  6.660  2.172
C  1.228  5.860  2.737
C  1.411  4.574  2.260
C  0.588  4.007  1.220
O  0.691  2.821  0.786
N  2.508  3.828  2.869
O  2.925  4.214  3.957
O  2.905  2.809  2.335
N  0.088  8.013  2.669
O  0.837  8.415  3.548
O  -0.813  8.686  2.192
H  -1.240  6.862  0.644
H  1.854  6.233  3.531
C  3.306  -0.634  0.653
C  2.537  -1.842  1.193
As  0.590  -1.550  1.436
C  0.030  -3.386  1.807
C  0.891  -4.444  2.087
C  0.389  -5.716  2.334
C  -0.980  -5.947  2.310
C  -1.847  -4.899  2.032
C  -1.342  -3.631  1.777
C  0.705  -0.917  3.285
C  0.353  -1.682  4.393
C  0.435  -1.143  5.672
C  0.879  0.159  5.855
C  1.238  0.926  4.754
C  1.141  0.394  3.474
As  2.384  0.403  -0.762
C  3.723  1.810  -0.985
C  3.276  3.122  -1.097
C  4.181  4.164  -1.261
C  5.542  3.900  -1.307
C  5.996  2.591  -1.200
C  5.090  1.552  -1.045
C  2.903  -0.659  -2.326
C  2.908  -2.051  -2.293
C  3.264  -2.790  -3.413
C  3.575  -2.150  -4.602
C  3.532  -0.762  -4.660
C  3.208  -0.025  -3.530
H  4.279  -0.956  0.278
H  3.487  0.096  1.446
H  2.949  -2.153  2.154
H  2.632  -2.688  0.510
H  1.961  -4.284  2.124
H  1.071  -6.529  2.550
H  -1.368  -6.940  2.501
H  -2.917  -5.068  1.999
H  -2.027  -2.821  1.537
H  0.007  -2.700  4.267
H  0.154  -1.747  6.527
H  0.950  0.575  6.853
H  1.591  1.940  4.890
H  1.393  1.018  2.621
H  2.215  3.330  -1.033
H  3.818  5.182  -1.342
H  6.249  4.713  -1.424
H  7.058  2.379  -1.239
H  5.456  0.534  -0.982
H  2.634  -2.578  -1.388
H  3.290  -3.871  -3.350
H  3.845  -2.725  -5.480
H  3.765  -0.250  -5.586
H  3.201  1.057  -3.584

Values from the calculation:
* M: 1159.532 g mol⁻¹
* HOMO energy: -4.8 eV
* LUMO level: 2.167 eV
* frontier orbital gap: 7.01 eV
* E_tot: -7641.82539 Ha
* ΔE to the lowest compared entry with this formula, charge and spin: 0.0 kcal per mole
* 2S+1: 1
* charge: -1

=====

No. 2
Here is the molecule C6H5NS from the Open Molecules 2025 dataset. Energies are from ωB97M-V/def2-TZVPD.

Geometry (Å):
C  0.380  1.929  0.635
C  0.429  0.584  0.143
C  -0.640  -0.206  0.133
C  1.657  -0.037  -0.464
C  1.246  -1.328  -1.029
C  -2.028  -0.246  0.535
N  0.297  2.973  1.058
S  2.272  -1.580  0.347
H  2.204  0.651  -1.048
H  1.268  -1.900  -1.949
H  -2.396  0.761  0.752
H  -2.296  -1.005  1.342
H  -2.392  -0.595  -0.454

Values from the calculation:
* M: 123.180 g mol⁻¹
* HOMO energy (spin up / spin down): -8.2 / -9.0 eV
* LUMO level (spin up / spin down): -0.381 / -0.269 eV
* frontier orbital gap (spin up / spin down): 7.79 / 8.72 eV
* E_tot: -684.36552 Ha
* ΔE to the lowest compared entry with this formula, charge and spin: 104.1 kcal per mole
* 2S+1: 1

=====

No. 3
Here is the molecule C4HNO2 from the Open Molecules 2025 dataset. Energies are from ωB97M-V/def2-TZVPD.

Geometry (Å):
C  -1.038  0.196  -1.149
C  -0.069  0.321  -0.052
C  0.722  0.367  0.846
C  1.614  0.382  1.906
H  -0.319  -1.572  -1.449
N  2.057  0.374  3.105
O  -1.069  -1.080  -1.703
O  -1.898  1.012  -1.503

Values from the calculation:
* M: 95.057 g mol⁻¹
* HOMO energy: -11.4 eV
* LUMO level: -1.467 eV
* frontier orbital gap: 9.96 eV
* E_tot: -358.14565 Ha
* ΔE to the lowest compared entry with this formula, charge and spin: 24.3 kcal per mole
* 2S+1: 1
* SMILES string: N#CC#CC(=O)O